105
Properties=species:S:1:pos:R:3:forces:R:3 method="wB97M-V/def2-TZVPD" e_above_lowest_kcal_mol=47.5 e_lumo_ev=0.419 homo_lumo_gap_ev=9.4 spin_multiplicity=1 total_energy_ha=-1905.342156 homo_energy_ev=-9.01
C -0.8961 2.3489 -3.8330 0.85 1.03 1.33
C 0.4093 3.1012 -3.5130 -0.03 0.13 -3.52
O 0.9947 2.9658 -2.2761 0.41 -0.62 1.50
O -1.9500 3.1086 -3.2789 -0.72 -0.96 -1.23
H -0.8021 1.3097 -3.5180 -0.21 -0.18 0.80
H -1.0047 2.1950 -4.9066 -0.21 0.87 -0.14
H 0.3303 4.1631 -3.7457 -0.76 0.18 0.15
H 1.0570 2.7848 -4.3306 0.77 -0.43 0.18
H 1.9397 2.8336 -2.3813 -0.01 -0.04 0.04
H -1.8932 3.1303 -2.3208 0.11 0.33 0.68
C 0.3935 0.5459 -0.1926 -1.50 -0.06 0.99
C -0.8532 -0.3111 -0.6780 1.51 0.46 -0.08
O -0.4037 -1.6385 -0.9155 0.59 1.13 0.32
O 0.0035 1.8965 0.0231 -0.22 0.04 0.00
H 1.2944 0.4729 -0.8018 -0.25 -0.23 -0.31
H 0.6358 0.2890 0.8386 0.28 -1.01 -0.18
H -1.2923 0.1374 -1.5692 0.19 0.13 -0.35
H -1.6454 -0.2467 0.0680 0.07 -0.16 0.44
H -1.1226 -2.2082 -1.1989 -0.77 -0.54 -0.14
H 0.3548 2.4492 -0.6788 0.10 0.13 -0.58
C 3.0990 2.3619 3.4216 -0.13 1.15 -0.21
C 2.1715 3.5250 3.9240 1.59 -0.49 -3.04
C 1.4271 4.2555 2.7685 0.34 0.62 0.38
O 0.5528 5.2252 3.3932 -0.05 0.54 -0.87
C 0.0182 6.2497 2.5183 0.14 -0.75 -0.03
N 1.2547 2.9178 4.7702 -1.99 -0.13 2.33
H 3.5708 1.8664 4.2701 -0.12 0.15 0.07
H 3.8849 2.7773 2.7908 0.08 -0.18 -0.20
H 2.5413 1.6057 2.8690 -0.11 0.06 -0.10
H 2.8376 4.2614 4.3735 -0.33 0.01 0.60
H 0.8826 3.5583 2.1317 -0.41 -0.28 0.13
H 2.1312 4.7446 2.0953 0.23 0.36 0.00
H -0.7382 5.8786 1.8267 -0.06 -0.55 -0.04
H 0.7837 6.7175 1.8992 0.35 0.01 0.16
H -0.5091 7.0272 3.0710 0.37 -0.21 0.53
H 0.6884 3.6453 5.1827 -0.03 0.29 0.58
H 0.5389 2.4754 4.2116 0.08 -0.64 -0.33
C 6.2140 -0.1545 -1.1620 0.13 0.29 -0.44
C 4.9737 -1.0405 -1.3531 0.82 -0.61 -1.17
C 4.7824 -1.7272 -2.7525 0.54 0.47 1.58
O 4.0141 -0.8725 -3.5715 0.20 -1.28 -1.50
C 4.0055 -1.3544 -4.9451 -0.67 0.87 0.47
N 5.1533 -2.0841 -0.3460 -0.45 0.10 -0.39
H 6.3589 0.7150 -1.8030 -0.73 0.27 0.10
H 7.1741 -0.6516 -1.3004 -0.23 -0.80 0.00
H 6.1894 0.1125 -0.1055 0.14 0.65 -0.08
H 4.0504 -0.4960 -1.1554 -0.03 0.46 -0.10
H 4.3509 -2.7201 -2.6252 -0.73 0.02 0.18
H 5.7713 -1.9923 -3.1264 0.34 0.52 -0.58
H 3.3122 -0.7131 -5.4893 0.62 0.70 -0.09
H 3.5181 -2.2994 -5.1852 0.22 -0.74 1.07
H 5.0220 -1.3816 -5.3375 -0.06 0.23 -0.18
H 5.5078 -1.5672 0.4460 -0.05 -0.49 0.56
H 4.1975 -2.3304 -0.1318 -0.20 -0.64 0.69
C 2.3579 -4.8038 1.5764 -0.36 -0.56 -0.63
C 1.9225 -4.1925 0.2184 -0.94 -0.71 0.24
C 0.5538 -4.7573 -0.4107 2.47 -0.56 0.72
O 0.6719 -6.2038 -0.5156 -0.02 0.70 0.48
C -0.4266 -6.7715 -1.1712 -0.78 0.76 -0.50
N 1.8847 -2.7214 0.4319 0.11 -0.88 0.08
H 2.3089 -5.8871 1.6863 -0.29 -0.18 -0.74
H 1.7153 -4.4649 2.3890 0.40 0.56 0.20
H 3.4276 -4.6099 1.6553 -0.18 0.58 0.65
H 2.7324 -4.4822 -0.4511 -0.13 0.32 -0.45
H 0.4952 -4.3255 -1.4099 -0.39 0.08 -0.12
H -0.2775 -4.4444 0.2211 -0.24 -0.17 -0.06
H -1.3676 -6.4300 -0.7398 -0.27 0.01 0.46
H -0.4748 -7.8602 -1.1943 0.68 0.07 0.30
H -0.4832 -6.4006 -2.1946 0.17 -0.12 -0.44
H 1.2721 -2.6130 1.2276 0.09 0.24 0.52
H 1.3553 -2.2193 -0.2666 0.05 -0.27 -0.65
C -4.9792 -3.6423 -0.4522 2.04 1.42 0.49
C -3.5815 -2.8758 -0.3049 -0.79 -1.63 0.03
C -2.8256 -3.3004 0.9878 -1.25 0.41 -0.15
O -3.7574 -3.2819 2.0547 -0.56 -0.25 0.81
C -3.3961 -3.9848 3.2846 0.55 0.79 -1.90
N -2.6668 -3.1989 -1.4383 -0.56 0.89 0.20
H -5.4621 -3.3208 -1.3750 -0.02 -0.10 0.02
H -5.5322 -3.2929 0.4197 -0.39 -0.65 -0.14
H -4.7487 -4.7075 -0.4720 -0.44 -0.08 0.19
H -3.8371 -1.8177 -0.2499 0.45 0.15 -0.27
H -2.0166 -2.5961 1.1816 0.33 -0.05 -0.05
H -2.4260 -4.2954 0.7916 0.14 -0.31 0.26
H -2.6361 -3.3829 3.7827 0.18 -0.26 0.25
H -3.0008 -4.9372 2.9313 0.11 -0.28 0.63
H -4.2553 -4.1052 3.9446 -0.09 0.09 -0.43
H -3.0309 -2.7384 -2.2601 -0.02 0.25 -0.27
H -2.7600 -4.1768 -1.6733 0.14 -0.36 0.25
C -4.0149 2.2437 -0.6708 0.93 -0.96 0.66
C -3.5334 3.5355 0.0351 -0.96 -1.05 -0.49
C -3.6571 3.4453 1.5877 -0.95 1.93 -0.73
O -3.3925 4.7597 2.1699 0.52 -0.65 -0.35
C -4.3557 5.8001 1.9618 1.32 -0.24 -0.09
N -2.1657 3.7433 -0.4134 0.20 0.05 0.27
H -3.4223 1.4516 -0.2131 0.04 -0.45 0.24
H -3.7076 2.1515 -1.7125 -0.23 0.66 -0.12
H -5.0456 1.9004 -0.5817 -0.15 0.62 0.20
H -4.1606 4.3096 -0.4070 0.04 0.47 0.57
H -2.9786 2.7063 2.0139 0.36 0.34 -0.05
H -4.6572 3.1712 1.9233 -0.32 -0.24 -0.29
H -4.4966 6.0879 0.9199 -0.67 -0.86 -0.37
H -3.8437 6.7153 2.2590 -0.17 -0.09 0.95
H -5.2516 5.5774 2.5413 -0.22 0.33 -0.28
H -1.7223 4.4495 0.1566 -0.10 0.63 -0.03
H -1.6308 2.9317 -0.1391 0.15 -0.57 -0.01


51
Properties=species:S:1:pos:R:3:forces:R:3 method="wB97M-V/def2-TZVPD" e_above_lowest_kcal_mol=22.9 e_lumo_ev=1.552 homo_lumo_gap_ev=6.6 total_charge=-1 spin_multiplicity=1 total_energy_ha=-2320.647019 homo_energy_ev=-5.09
Sr 0.7305 -0.5638 0.4491 0.04 -0.66 -0.79
N -1.5280 0.4333 -0.7434 -0.04 0.00 0.16
C -2.4636 -0.6170 -0.2904 -0.04 0.02 -0.02
C -3.9001 -0.4628 -0.7821 -0.01 0.01 0.01
C -4.1013 -0.3430 -2.2929 -0.03 0.03 0.01
C -3.9193 -1.6330 -3.0923 0.01 -0.01 0.00
N -2.6072 -2.2663 -3.0055 0.04 -0.02 -0.04
C -1.4647 -1.7558 -3.4793 0.05 -0.07 0.06
N -0.3143 -2.3561 -3.2717 -0.11 0.08 -0.09
N -1.4941 -0.6229 -4.2000 0.00 0.08 -0.08
C -2.3842 -0.6263 1.2701 -0.06 -0.02 -0.03
O -3.3845 -0.2959 1.9001 -0.02 -0.06 0.02
O -1.2395 -0.9559 1.7055 -0.32 -0.02 0.14
H -1.6706 1.2828 -0.2032 -0.04 0.02 -0.05
H -1.6463 0.6689 -1.7202 0.07 -0.04 -0.04
H -2.0447 -1.5751 -0.6129 -0.02 0.00 -0.01
H -4.3169 0.4149 -0.2846 -0.01 0.01 -0.03
H -4.4834 -1.3085 -0.4044 0.02 0.00 0.02
H -3.4711 0.4539 -2.6996 0.01 0.00 0.01
H -5.1273 -0.0191 -2.4904 0.00 0.01 0.02
H -4.1606 -1.4684 -4.1477 0.00 0.00 0.00
H -4.6303 -2.3778 -2.7350 0.00 0.01 0.00
H -2.5021 -3.0551 -2.3892 0.01 -0.01 0.00
H -0.2035 -2.9876 -2.4666 0.03 -0.08 0.07
H 0.5437 -1.7807 -3.3377 0.01 -0.01 0.02
H -2.3579 -0.1968 -4.4767 0.02 0.00 0.00
H -0.6270 -0.2423 -4.5407 -0.03 -0.02 0.00
S 1.1633 -3.3282 -0.6911 -0.02 0.06 0.01
C 2.3860 -2.5499 -1.6704 0.06 -0.07 -0.03
S 2.2300 -0.8883 -2.2011 -0.10 0.02 0.03
C 3.5118 -3.2666 -2.0337 -0.05 -0.04 -0.10
C 3.7016 -4.6315 -1.6592 0.00 -0.01 0.01
N 3.8983 -5.7360 -1.3941 0.00 0.00 0.00
C 4.5388 -2.7069 -2.8530 0.03 0.12 0.10
N 5.3899 -2.2747 -3.4994 -0.02 -0.06 -0.06
O 0.9787 1.7262 1.3334 0.08 0.22 0.07
C 1.8528 1.2754 2.1158 0.16 0.22 0.16
O 2.3939 0.1424 2.0097 0.23 0.29 0.46
C 2.2718 2.1486 3.2765 0.01 0.02 -0.02
C 3.1367 1.6596 4.2459 0.03 0.01 0.00
C 3.5180 2.4566 5.3174 0.00 0.00 0.01
C 3.0454 3.7539 5.4233 0.01 -0.01 -0.01
C 2.1889 4.2216 4.4400 0.06 0.04 -0.03
C 1.7866 3.4451 3.3708 0.00 -0.01 0.01
N 1.6885 5.6046 4.5439 -0.25 -0.10 0.16
O 2.0307 6.2612 5.5109 0.09 0.03 -0.06
O 0.9326 6.0039 3.6819 0.09 0.03 -0.06
H 3.5029 0.6474 4.1387 -0.01 0.00 0.00
H 4.1876 2.0673 6.0728 0.00 0.00 0.00
H 3.3257 4.4003 6.2409 0.00 0.00 0.00
H 1.1080 3.8243 2.6221 0.01 0.00 -0.01


17
Properties=species:S:1:pos:R:3:forces:R:3 method="wB97M-V/def2-TZVPD" e_above_lowest_kcal_mol=90.5 e_lumo_ev=0.989 homo_lumo_gap_ev=9.2 spin_multiplicity=1 total_energy_ha=-251.718256 homo_energy_ev=-8.25
C 1.6949 2.7653 1.6665 -0.15 -0.95 3.13
C 1.6051 2.6521 0.2527 -1.09 -0.33 -1.55
C 0.5251 2.1496 -0.3413 0.84 -1.34 -0.82
H 1.9297 1.8071 2.1586 0.30 0.11 -0.10
H 0.7270 3.0323 2.1426 0.73 0.29 -0.36
H 2.4865 3.4539 1.8957 0.13 0.43 0.69
H 2.4635 3.0248 -0.2874 -0.38 0.62 -0.54
H 0.4631 2.3124 -1.3948 -0.15 -0.39 -0.74
H -0.0433 1.2719 0.0462 -0.25 1.56 0.29
C -0.3309 -2.0683 -0.0365 -0.21 -0.23 1.88
C -1.5908 -2.5120 -0.1499 -0.40 0.43 -1.12
N -1.8993 -3.0517 -1.4502 5.92 -0.06 2.12
H 0.4999 -2.7011 -0.3191 0.04 0.51 -1.07
H -0.1517 -1.1841 0.5326 0.45 -0.09 1.15
H -2.4652 -2.2895 0.4973 0.75 0.27 -0.42
H -1.2287 -2.3860 -1.9002 -1.92 -1.54 -1.00
H -2.8060 -2.9009 -1.5691 -4.62 0.71 -1.53


61
Properties=species:S:1:pos:R:3:forces:R:3 method="wB97M-V/def2-TZVPD" e_above_lowest_kcal_mol=0.0 e_lumo_ev=0.875 homo_lumo_gap_ev=11.0 spin_multiplicity=1 total_energy_ha=-1047.745892 homo_energy_ev=-10.14
C -5.4472 -0.5863 -2.8120 0.07 -0.09 0.23
C -5.0293 -0.3364 -1.3679 -0.05 0.26 -0.23
C -5.0542 1.1527 -1.0283 -0.07 -0.21 0.31
C -4.7023 1.4513 0.4296 0.22 0.04 -0.31
C -3.2506 1.1200 0.7673 -0.32 0.18 0.31
C -2.8779 1.5494 2.1853 0.18 -0.29 -0.10
C -1.4871 1.0734 2.6088 -0.12 0.40 -0.13
C -0.3545 1.7547 1.8412 0.06 -0.39 0.34
C 1.0129 1.1773 2.2010 -0.05 0.38 -0.33
C 2.1460 1.9023 1.4748 0.13 -0.20 0.29
C 3.5065 1.2280 1.6658 -0.18 0.01 -0.33
C 3.6434 -0.0451 0.8332 0.27 0.15 0.34
C 4.9805 -0.7473 1.0458 -0.26 -0.22 -0.07
C 5.0482 -2.1109 0.3579 0.16 0.16 -0.02
H 4.2224 -2.7357 0.7010 0.06 -0.07 0.05
H 5.9817 -2.5992 0.6456 -0.05 -0.07 -0.01
C 5.0117 -2.0247 -1.1694 -0.10 -0.05 0.19
C 3.6625 -1.7115 -1.7708 0.27 -0.10 -0.09
O 3.5174 -1.0131 -2.7479 -0.06 0.09 -0.12
O 2.6653 -2.3354 -1.1500 0.28 -0.13 0.25
C 1.3449 -2.2402 -1.6914 -0.51 0.25 -0.19
H 1.3399 -2.6312 -2.7146 -0.01 0.04 0.10
C 0.7478 -0.8213 -1.7002 -0.01 -0.35 0.25
C -0.7667 -0.9008 -1.4477 0.39 0.29 -0.47
O -1.0743 -1.4037 -0.1757 0.04 -0.15 0.51
H -0.7724 -0.7683 0.4858 -0.07 -0.05 -0.03
H -1.2164 -1.5827 -2.1720 -0.01 0.05 -0.04
H -1.1920 0.0975 -1.6048 0.01 -0.06 -0.06
O 0.9226 -0.1602 -2.9214 0.06 0.20 -0.33
H 1.8617 -0.2426 -3.1712 -0.26 -0.05 0.15
H 1.2127 -0.2485 -0.8770 -0.10 -0.10 0.01
H 0.7451 -2.8813 -1.0425 0.11 0.06 -0.08
H 5.7188 -1.2775 -1.5339 -0.07 -0.05 -0.06
H 5.3034 -2.9928 -1.5873 0.00 0.03 -0.07
H 5.7906 -0.1121 0.6799 0.09 0.05 0.04
H 5.1359 -0.8952 2.1173 0.06 0.05 0.03
H 3.5382 0.2186 -0.2215 -0.13 0.04 -0.04
H 2.8436 -0.7418 1.0920 -0.07 -0.03 -0.09
H 4.2956 1.9245 1.3737 0.09 0.00 0.07
H 3.6477 0.9923 2.7232 0.08 0.01 0.07
H 1.9210 1.9548 0.4063 -0.02 0.07 -0.08
H 2.1969 2.9281 1.8462 -0.06 0.06 -0.06
H 1.0298 0.1141 1.9487 0.00 -0.11 0.05
H 1.1695 1.2562 3.2793 0.02 -0.08 0.07
H -0.5111 1.6473 0.7658 0.00 0.06 -0.13
H -0.3650 2.8240 2.0645 -0.03 0.08 -0.08
H -1.3534 1.2738 3.6748 0.06 -0.10 0.04
H -1.4285 -0.0105 2.4743 0.02 -0.10 0.07
H -3.6125 1.1345 2.8798 -0.08 0.07 0.03
H -2.9284 2.6379 2.2643 -0.06 0.07 0.06
H -3.0930 0.0450 0.6708 0.10 -0.05 -0.07
H -2.6056 1.6267 0.0467 0.09 -0.05 -0.11
H -5.3668 0.8844 1.0859 -0.06 0.02 0.08
H -4.8762 2.5134 0.6223 -0.04 0.02 0.09
H -4.3565 1.6819 -1.6822 0.00 0.08 -0.08
H -6.0550 1.5413 -1.2339 -0.01 0.04 -0.10
H -5.7069 -0.8687 -0.6963 0.04 -0.05 0.09
H -4.0262 -0.7363 -1.2152 0.04 -0.07 0.10
H -5.4278 -1.6499 -3.0378 -0.03 -0.09 -0.12
H -6.4550 -0.2160 -2.9896 -0.10 0.03 -0.07
H -4.7713 -0.0783 -3.4967 0.04 0.04 -0.12